3 unconnected molecules or ions with the total composition C32H65FN4O5S3 in a non-equilibrium geometry. Source: OMol25; level of theory: the ωB97M-V functional and the def2-TZVPD basis.

Net charge: 0
Lowest unoccupied orbital energy, eV: -0.53
SMILES string: CCCCCCCCN(CCCCCCCC)C(=S)SCCC[C@@H]1C[C@H](F)OS(=O)(=O)[C@@H]1NCC.CNC(C)=O.CNC(C)=O
Orbital gap, eV: 8.20

Last columns: bonded neighbours and bond lengths (Å).
CARTESIAN COORDINATES (ANGSTROEM)
1 C 1.6029 3.0361 4.8418  C2 1.640, H36 1.185, H37 1.185, H38 1.181
2 C 2.9067 3.8619 4.2864  C1 1.640, C3 1.640, H39 1.187, H40 1.182
3 C 2.6087 5.4418 3.9609  C2 1.640, C4 1.640, H41 1.193, H42 1.186
4 C 1.4499 5.7117 2.8330  C3 1.640, C5 1.661, H43 1.192, H44 1.188
5 C 1.5797 4.7408 1.4913  C4 1.661, C6 1.645, H45 1.191, H46 1.170
6 C 0.2747 4.8241 0.4927  C5 1.645, C7 1.639, H47 1.194, H48 1.193
7 C 0.5757 4.4356 -1.0704  C6 1.639, C8 1.673, H49 1.193, H50 1.185
8 C 1.4575 3.0254 -1.2482  C7 1.673, N9 1.508, H51 1.194, H52 1.185
9 N 0.7029 2.1419 -2.2098  C8 1.508, C10 1.506, C18 1.512
10 C 1.4629 0.9138 -2.6368  N9 1.506, C11 1.635, H53 1.194, H54 1.174
11 C 2.8835 0.6454 -1.8742  C10 1.635, C12 1.673, H55 1.170, H56 1.188
12 C 3.3380 -0.9132 -2.2764  C11 1.673, C13 1.672, H57 1.176, H58 1.172
13 C 4.0894 -1.5211 -0.9116  C12 1.672, C14 1.659, H59 1.192, H60 1.177
14 C 4.9041 -2.9273 -1.2462  C13 1.659, C15 1.645, H61 1.174, H62 1.180
15 C 4.4532 -4.0132 -0.0960  C14 1.645, C16 1.643, H63 1.187, H64 1.182
16 C 5.6459 -5.0904 0.2456  C15 1.643, C17 1.657, H65 1.183, H66 1.182
17 C 5.9653 -5.0225 1.8704  C16 1.657, H67 1.193, H68 1.178, H69 1.183
18 C -0.6147 1.6451 -1.6602  N9 1.512, S19 1.726, S20 1.911
19 S -0.9991 1.5012 0.0160  C18 1.726
20 S -1.9024 1.1189 -2.9704  C18 1.911, C21 1.889
21 C -3.6470 1.4906 -2.3490  S20 1.889, C22 1.673, H70 1.178, H71 1.193
22 C -4.4792 0.1058 -1.9162  C21 1.673, C23 1.636, H72 1.171, H73 1.194
23 C -6.0654 0.1655 -2.3104  C22 1.636, C24 1.642, H74 1.192, H75 1.193
24 C -7.0731 0.6630 -1.1133  C23 1.642, C25 1.638, C32 1.673, H76 1.196
25 C -6.5552 1.9593 -0.2567  C24 1.638, C26 1.642, H77 1.169, H78 1.194
26 C -7.0587 2.0131 1.3051  C25 1.642, F27 1.512, O28 1.471, H79 1.195
27 F -6.1739 1.2175 2.2374  C26 1.512
28 O -8.4884 1.7311 1.5094  C26 1.471, S29 1.704
29 S -8.9360 0.1828 0.9558  O28 1.704, O30 1.558, O31 1.579, C32 1.894
30 O -9.4548 -0.7699 2.0735  S29 1.558
31 O -10.1728 0.4112 0.0010  S29 1.579
32 C -7.6100 -0.5952 -0.1496  C24 1.673, S29 1.894, N33 1.509, H80 1.193
33 N -6.5036 -1.2935 0.6023  C32 1.509, C34 1.525, H81 1.043
34 C -6.9540 -2.6194 1.2067  N33 1.525, C35 1.648, H82 1.193, H83 1.181
35 C -6.5555 -2.8030 2.7948  C34 1.648, H84 1.180, H85 1.172, H86 1.193
36 H 1.9410 1.9075 4.9677  C1 1.185
37 H 0.7227 3.0200 4.0488  C1 1.185
38 H 1.2039 3.4335 5.8794  C1 1.181
39 H 3.2774 3.3439 3.2843  C2 1.187
40 H 3.8025 3.7546 5.0494  C2 1.182
41 H 2.2384 5.9281 4.9859  C3 1.193
42 H 3.6179 5.9940 3.6730  C3 1.186
43 H 1.5978 6.8328 2.4553  C4 1.192
44 H 0.3618 5.6880 3.3088  C4 1.188
45 H 1.6980 3.5923 1.7845  C5 1.191
46 H 2.5362 5.0621 0.8984  C5 1.170
47 H -0.0557 5.9716 0.4901  C6 1.194
48 H -0.6596 4.2499 0.9627  C6 1.193
49 H 1.2194 5.3359 -1.5165  C7 1.193
50 H -0.4176 4.4264 -1.7166  C7 1.185
51 H 2.5115 3.3971 -1.6679  C8 1.194
52 H 1.6911 2.5268 -0.1990  C8 1.185
53 H 0.7679 -0.0313 -2.4166  C10 1.194
54 H 1.6748 0.9132 -3.7915  C10 1.174
55 H 2.8429 0.6641 -0.7052  C11 1.170
56 H 3.7352 1.3346 -2.3346  C11 1.188
57 H 4.0610 -0.8989 -3.2034  C12 1.176
58 H 2.4090 -1.5969 -2.4866  C12 1.172
59 H 4.8313 -0.6941 -0.4786  C13 1.192
60 H 3.2481 -1.7432 -0.1187  C13 1.177
61 H 6.0545 -2.7175 -1.1452  C14 1.174
62 H 4.6326 -3.3233 -2.3236  C14 1.180
63 H 4.1892 -3.4375 0.9084  C15 1.187
64 H 3.4795 -4.5695 -0.4680  C15 1.182
65 H 5.2055 -6.1692 0.0402  C16 1.183
66 H 6.6086 -4.8928 -0.4118  C16 1.182
67 H 6.5511 -5.9911 2.2458  C17 1.193
68 H 6.5267 -4.0267 2.1535  C17 1.178
69 H 4.9149 -4.9794 2.4134  C17 1.183
70 H -4.1927 2.0923 -3.2020  C21 1.178
71 H -3.5050 2.1600 -1.3713  C21 1.193
72 H -3.9452 -0.7699 -2.4814  C22 1.171
73 H -4.2724 -0.0127 -0.7465  C22 1.194
74 H -6.1827 0.9546 -3.1954  C23 1.192
75 H -6.4875 -0.8543 -2.7637  C23 1.193
76 H -8.0663 1.0255 -1.6713  C24 1.196
77 H -5.3998 2.1350 -0.2527  C25 1.169
78 H -7.0277 2.9190 -0.7864  C25 1.194
79 H -6.8999 3.1440 1.6564  C26 1.195
80 H -8.1135 -1.4222 -0.8469  C32 1.193
81 H -5.6727 -1.5132 0.0113  N33 1.043
82 H -6.3509 -3.4668 0.6214  C34 1.193
83 H -8.1067 -2.8353 1.0661  C34 1.181
84 H -7.4640 -2.6801 3.5374  C35 1.180
85 H -5.6570 -2.1277 3.1268  C35 1.172
86 H -6.1858 -3.9279 2.9386  C35 1.193
87 C 7.9115 -0.2322 3.8014  N88 1.444, H92 1.093, H93 1.093, H94 1.091
88 N 7.9730 -1.4787 3.0758  C87 1.444, C89 1.364, H95 1.013
89 C 8.9485 -2.4310 3.1155  N88 1.364, C90 1.503, O91 1.229
90 C 10.1297 -2.1965 4.0151  C89 1.503, H96 1.094, H97 1.093, H98 1.093
91 O 8.8428 -3.4430 2.4268  C89 1.229
92 H 7.0016 -0.2372 4.4064  C87 1.093
93 H 7.8543 0.5809 3.0736  C87 1.093
94 H 8.7774 -0.0827 4.4473  C87 1.091
95 H 7.2119 -1.7088 2.4477  N88 1.013
96 H 10.8202 -3.0412 3.9385  C90 1.094
97 H 10.6579 -1.2895 3.7097  C90 1.093
98 H 9.7980 -2.1143 5.0535  C90 1.093
99 C -2.0540 -2.5127 -6.8468  N100 1.444, H104 1.093, H105 1.093, H106 1.091
100 N -2.5339 -2.1831 -5.5259  C99 1.444, C101 1.364, H107 1.013
101 C -3.5971 -2.7145 -4.8572  N100 1.364, C102 1.503, O103 1.229
102 C -4.4019 -3.7827 -5.5433  C101 1.503, H108 1.094, H109 1.093, H110 1.093
103 O -3.8700 -2.3154 -3.7276  C101 1.229
104 H -1.0194 -2.8526 -6.7562  C99 1.093
105 H -2.0817 -1.6045 -7.4537  C99 1.093
106 H -2.6517 -3.2892 -7.3257  C99 1.091
107 H -2.0428 -1.4705 -4.9986  N100 1.013
108 H -5.2139 -4.1066 -4.8862  C102 1.094
109 H -4.8390 -3.3879 -6.4642  C102 1.093
110 H -3.7679 -4.6464 -5.7608  C102 1.093

9 unconnected molecules or ions with the total composition C32H66Br2N2O20 in a non-equilibrium geometry. Source: OMol25; level of theory: the ωB97M-V functional and the def2-TZVPD basis.

Net charge: 0
Lowest unoccupied orbital energy, eV: 0.40
SMILES string: CCOC(=O)OC.CCOC(=O)OC.CCOC(=O)OC.CCOC(=O)OC.CCOC(=O)OC.CCOC(=O)OC.CN(C)C=O.CN(C)C=O.BrCCBr
Orbital gap, eV: 9.56

Last columns: bonded neighbours and bond lengths (Å).
CARTESIAN COORDINATES (ANGSTROEM)
1 C 4.2040 0.6699 -4.3458  C2 1.514, H8 1.090, H9 1.087, H10 1.091
2 C 3.3702 -0.5934 -4.3399  C1 1.514, O3 1.444, H11 1.093, H12 1.085
3 O 4.2501 -1.7336 -4.4429  C2 1.444, C4 1.324
4 C 4.6509 -2.0667 -5.6602  O3 1.324, O5 1.205, O6 1.334
5 O 4.3796 -1.4926 -6.6841  C4 1.205
6 O 5.3972 -3.1683 -5.5590  C4 1.334, C7 1.419
7 C 6.0048 -3.6084 -6.7632  O6 1.419, H13 1.093, H14 1.085, H15 1.090
8 H 3.5691 1.5297 -4.1309  C1 1.090
9 H 4.6837 0.8036 -5.3120  C1 1.087
10 H 4.9477 0.5858 -3.5526  C1 1.091
11 H 2.6256 -0.5622 -5.1393  C2 1.093
12 H 2.8447 -0.7819 -3.4097  C2 1.085
13 H 5.2817 -3.5789 -7.5818  C7 1.093
14 H 6.3398 -4.6326 -6.6410  C7 1.085
15 H 6.8441 -2.9701 -7.0405  C7 1.090
16 C -2.6209 5.3672 8.3032  C17 1.506, H23 1.084, H24 1.091, H25 1.097
17 C -2.4160 5.7270 6.8554  C16 1.506, O18 1.438, H26 1.092, H27 1.092
18 O -1.9718 4.5338 6.1876  C17 1.438, C19 1.329
19 C -1.5586 4.6989 4.9355  O18 1.329, O20 1.206, O21 1.327
20 O -1.4968 5.7462 4.3413  C19 1.206
21 O -1.2162 3.5120 4.4509  C19 1.327, C22 1.420
22 C -0.7426 3.4982 3.1124  O21 1.420, H28 1.092, H29 1.086, H30 1.085
23 H -3.0466 4.3774 8.4182  C16 1.084
24 H -3.1174 6.1846 8.8272  C16 1.091
25 H -1.6391 5.3710 8.7921  C16 1.097
26 H -1.6604 6.5035 6.7173  C17 1.092
27 H -3.2968 6.1096 6.3346  C17 1.092
28 H -1.3355 4.1805 2.4990  C22 1.092
29 H -0.9098 2.5054 2.7063  C22 1.086
30 H 0.3069 3.7558 3.0167  C22 1.085
31 C 2.9141 6.1457 4.9547  C32 1.519, H38 1.092, H39 1.091, H40 1.086
32 C 2.4497 4.8198 4.3758  C31 1.519, O33 1.444, H41 1.091, H42 1.088
33 O 3.5822 3.9262 4.3143  C32 1.444, C34 1.330
34 C 3.5585 3.0086 3.3522  O33 1.330, O35 1.206, O36 1.331
35 O 2.6740 2.8226 2.5537  C34 1.206
36 O 4.7095 2.3416 3.4053  C34 1.331, C37 1.431
37 C 4.8699 1.2852 2.4534  O36 1.431, H43 1.086, H44 1.087, H45 1.086
38 H 3.0785 6.0603 6.0309  C31 1.092
39 H 2.1165 6.8734 4.7951  C31 1.091
40 H 3.8253 6.5069 4.4861  C31 1.086
41 H 2.1391 5.0062 3.3466  C32 1.091
42 H 1.6214 4.3751 4.9228  C32 1.088
43 H 5.5228 0.5585 2.9280  C37 1.086
44 H 5.3472 1.6954 1.5666  C37 1.087
45 H 3.9081 0.8286 2.2397  C37 1.086
46 C 0.8645 6.9970 -4.8154  C47 1.502, H53 1.091, H54 1.089, H55 1.090
47 C 1.4163 5.6227 -4.5622  C46 1.502, O48 1.437, H56 1.091, H57 1.094
48 O 0.4837 4.6452 -5.0514  C47 1.437, C49 1.321
49 C 0.6883 3.3894 -4.6946  O48 1.321, O50 1.207, O51 1.330
50 O 1.6544 2.9759 -4.1008  C49 1.207
51 O -0.3859 2.6867 -5.0421  C49 1.330, C52 1.441
52 C -0.4118 1.2945 -4.6728  O51 1.441, H58 1.087, H59 1.087, H60 1.088
53 H -0.1415 7.1010 -4.4053  C46 1.091
54 H 0.8127 7.2521 -5.8729  C46 1.089
55 H 1.5101 7.7226 -4.3200  C46 1.090
56 H 1.6221 5.4345 -3.5077  C47 1.091
57 H 2.3565 5.4676 -5.1003  C47 1.094
58 H -1.3338 0.9280 -5.1166  C52 1.087
59 H -0.4522 1.2504 -3.5873  C52 1.087
60 H 0.4344 0.7619 -5.1010  C52 1.088
61 C -1.7402 -2.1965 5.4089  C62 1.506, H68 1.095, H69 1.086, H70 1.089
62 C -1.8558 -3.4985 6.1566  C61 1.506, O63 1.435, H71 1.092, H72 1.090
63 O -3.1526 -4.0661 5.9193  C62 1.435, C64 1.331
64 C -3.3125 -5.3461 6.2461  O63 1.331, O65 1.203, O66 1.325
65 O -2.4503 -6.0900 6.6342  C64 1.203
66 O -4.5840 -5.6674 6.0557  C64 1.325, C67 1.424
67 C -4.9380 -6.9921 6.4414  O66 1.424, H73 1.088, H74 1.090, H75 1.086
68 H -1.0384 -1.5813 5.9815  C61 1.095
69 H -2.6655 -1.6402 5.2888  C61 1.086
70 H -1.2751 -2.3102 4.4305  C61 1.089
71 H -1.7083 -3.3497 7.2286  C62 1.092
72 H -1.0964 -4.2142 5.8414  C62 1.090
73 H -4.6221 -7.2136 7.4591  C67 1.088
74 H -4.4944 -7.7043 5.7456  C67 1.090
75 H -6.0202 -7.0618 6.3857  C67 1.086
76 C 0.1342 -4.2534 -5.0806  C77 1.509, H83 1.095, H84 1.093, H85 1.088
77 C 1.5223 -3.8713 -4.6301  C76 1.509, O78 1.448, H86 1.086, H87 1.087
78 O 1.4692 -3.1521 -3.3739  C77 1.448, C79 1.328
79 C 1.4139 -3.8990 -2.2775  O78 1.328, O80 1.207, O81 1.325
80 O 1.3112 -5.1017 -2.2505  C79 1.207
81 O 1.4867 -3.1042 -1.2198  C79 1.325, C82 1.430
82 C 1.5553 -3.7548 0.0519  O81 1.430, H88 1.088, H89 1.092, H90 1.084
83 H 0.1655 -5.1291 -5.7380  C76 1.095
84 H -0.3601 -3.4898 -5.6863  C76 1.093
85 H -0.5340 -4.5216 -4.2654  C76 1.088
86 H 2.0057 -3.1422 -5.2733  C77 1.086
87 H 2.1444 -4.7526 -4.4932  C77 1.087
88 H 1.6023 -2.9540 0.7863  C82 1.088
89 H 2.5125 -4.2752 0.1216  C82 1.092
90 H 0.7118 -4.4136 0.2238  C82 1.084
91 C -2.7942 -3.9245 -2.0707  N92 1.460, H96 1.084, H97 1.091, H98 1.097
92 N -2.5761 -4.0633 -0.6340  C91 1.460, C93 1.445, C94 1.351
93 C -2.5230 -5.4232 -0.1494  N92 1.445, H99 1.089, H100 1.096, H101 1.087
94 C -2.1057 -3.0414 0.1135  N92 1.351, O95 1.219, H102 1.100
95 O -1.7641 -3.1407 1.2794  C94 1.219
96 H -3.0326 -2.9044 -2.3492  C91 1.084
97 H -3.6001 -4.6032 -2.3531  C91 1.091
98 H -1.9039 -4.2999 -2.5908  C91 1.097
99 H -3.3836 -5.9717 -0.5288  C93 1.089
100 H -1.5804 -5.8939 -0.4499  C93 1.096
101 H -2.5557 -5.4584 0.9366  C93 1.087
102 H -2.0514 -2.0986 -0.4509  C94 1.100
103 C -4.6264 1.6696 -3.8168  N104 1.446, H108 1.092, H109 1.095, H110 1.087
104 N -4.2255 0.7252 -2.7976  C103 1.446, C105 1.439, C106 1.348
105 C -5.1987 -0.2660 -2.4224  N104 1.439, H111 1.084, H112 1.093, H113 1.096
106 C -3.0078 0.7769 -2.2209  N104 1.348, O107 1.212, H114 1.103
107 O -2.5805 0.0079 -1.3866  C106 1.212
108 H -5.4251 2.3248 -3.4630  C103 1.092
109 H -5.0325 1.1033 -4.6619  C103 1.095
110 H -3.7788 2.2475 -4.1752  C103 1.087
111 H -4.8895 -0.7972 -1.5296  C105 1.084
112 H -6.1672 0.2122 -2.2530  C105 1.093
113 H -5.3589 -0.9589 -3.2563  C105 1.096
114 H -2.4055 1.5987 -2.6427  C106 1.103
115 Br 1.3755 0.6080 -1.5263  C116 1.944
116 C 1.4533 0.2347 0.3804  Br115 1.944, C117 1.494, H119 1.088, H120 1.089
117 C 0.0831 -0.0866 0.8810  C116 1.494, Br118 1.951, H121 1.085, H122 1.085
118 Br 0.1629 -0.1853 2.8275  C117 1.951
119 H 1.9134 1.1029 0.8485  C116 1.088
120 H 2.1685 -0.5683 0.5533  C116 1.089
121 H -0.2314 -1.0765 0.5664  C117 1.085
122 H -0.6513 0.6420 0.5543  C117 1.085

Number 1: HOMO energy -8.72 eV. Number 2: HOMO energy -9.16 eV.